An isolated molecule of C4H10O3, computed with wB97M-V/def2-TZVPD.

## Properties
* gap between HOMO and LUMO: 7.527 eV
* HOMO level: -7.15 eV
* lowest unoccupied orbital energy: 0.38 eV
* E_tot: -10447.92795 eV

```
17
Properties=species:S:1:pos:R:3:forces:R:3
O -0.402226 0.172414 1.859405 0.24 -0.02 0.27
O -1.538701 1.273286 -0.474595 0.02 0.24 0.23
O 0.831017 -0.486710 0.002416 -0.42 -0.16 -0.04
C 1.575610 0.759232 -0.044578 -0.02 0.12 -0.05
C -1.678333 -0.076477 -0.093976 0.08 -0.23 -0.02
C -0.475141 -0.576329 0.698699 -0.07 -0.01 0.01
C 0.572078 -1.238247 -1.368134 0.34 0.04 -0.34
H 0.977168 1.536151 -0.520494 0.02 -0.10 0.03
H 1.887030 1.061251 0.959822 -0.21 -0.13 -0.11
H -2.560283 -0.224435 0.552386 0.23 -0.01 -0.08
H 0.390148 -0.351958 -2.004786 0.03 -0.25 -0.10
H -0.553941 -1.655825 0.861110 0.02 0.20 -0.02
H -1.794994 -0.674398 -0.995430 0.11 0.09 0.13
H 1.591890 -1.580103 -1.588610 0.02 0.07 0.00
H 0.215225 -0.258397 2.462698 -0.09 0.10 0.07
H 2.458932 0.536465 -0.649490 -0.28 -0.04 0.15
H -1.495475 1.784081 0.343563 -0.03 0.10 -0.13
```
Positions in Å, forces in eV/Å.

---

A structure of composition C22H37BrCl2F2KN2O8PS, computed with wB97M-V/def2-TZVPD.

## Properties
* gap between HOMO and LUMO: 3.306 eV
* HOMO level: -5.54 eV
* lowest unoccupied orbital energy: -2.23 eV
* E_tot: -179732.63525 eV

```
77
Properties=species:S:1:pos:R:3:forces:R:3
Br 4.344812 -0.998555 3.541343 -0.04 -0.23 -0.23
K -5.223570 -0.460947 -1.794005 -3.00 7.14 -5.53
Cl 3.207383 -2.591999 -3.403591 0.04 0.09 -0.04
Cl 4.743255 -4.679251 -2.025033 0.16 0.09 -0.03
S -0.156987 3.305872 -2.059087 -0.06 0.21 -1.53
P 3.444200 -0.144450 1.626978 -0.63 1.19 0.23
F -4.292743 1.653294 0.794105 0.06 0.51 -0.99
F -5.911220 -0.438143 3.304788 0.07 -0.01 0.13
O 1.735330 4.194261 0.592004 0.37 0.04 0.41
O 0.984661 -1.498557 -0.277279 -0.36 -0.49 -0.23
O -0.640694 4.092913 -0.942789 0.98 0.00 0.69
O 4.043651 -1.113038 0.474866 0.32 -0.67 0.54
O -1.681462 -3.487904 -2.509558 -0.41 -0.24 -0.65
O 0.729384 2.222560 -1.798856 0.31 -0.08 0.64
O 2.041664 -7.230076 -2.208126 -0.07 -0.01 -0.04
O 0.530030 4.292500 -3.106843 -0.39 -0.06 0.01
N -3.239381 -0.751176 1.670303 1.56 0.73 2.46
N 0.764824 0.437008 3.666831 -0.64 -0.48 1.54
C 1.185717 -6.370178 -2.276543 0.08 0.03 0.04
C -2.282176 -1.298826 0.889812 2.17 0.65 1.77
C -0.667838 2.392360 3.013372 -0.53 -0.96 -0.26
C -0.083907 -6.618388 -3.020411 0.05 0.02 0.01
C -2.823129 -0.301551 2.993866 -0.76 -0.01 0.83
C -4.170049 -1.417696 -0.136039 -0.08 -2.06 1.63
C 0.915448 0.935871 1.341182 0.11 -1.88 0.93
C 1.580489 -0.422904 1.754331 1.75 0.87 3.30
C -2.915240 1.188175 3.210338 -0.23 0.29 -0.89
C -1.030788 -5.688840 -3.101689 -0.08 0.05 -0.05
C 2.897835 4.458660 -2.475746 -0.10 -0.11 0.10
C 1.576312 5.181051 -2.687915 0.64 0.09 0.27
C -1.470749 2.780959 -3.078091 -0.39 0.00 0.10
C -1.985087 2.024872 2.312967 -0.17 0.19 0.85
C 1.351387 -5.049848 -1.628124 -0.19 -0.12 -0.01
C -0.847412 -4.365404 -2.454429 0.47 0.16 0.36
C 4.430531 -2.941947 -2.180495 0.05 0.00 0.07
C -4.436977 -0.740390 1.128281 -0.73 -1.99 -3.83
C -2.765926 -1.728838 -0.250396 -2.15 -0.45 -1.43
C 0.573078 1.519240 2.733651 0.54 2.56 -0.89
C 1.310189 -0.623708 3.187797 0.26 0.86 -2.27
C 0.409160 -4.113763 -1.703852 -0.05 0.43 0.29
H -3.473203 -0.784553 3.721486 -0.20 -0.02 0.03
H 1.692160 5.908010 -3.487541 -0.26 -0.05 -0.10
H -2.520208 2.947802 2.125574 -0.07 0.18 -0.25
H 1.249191 -1.270550 1.114026 -0.51 -1.34 -2.33
H -3.920970 1.459056 2.918249 -0.39 0.00 0.02
H 5.352668 -2.452720 -2.471527 0.02 -0.05 -0.06
H 3.164024 3.887608 -3.363233 0.02 0.06 -0.04
H 1.731225 1.411042 0.797755 -0.18 0.88 -0.08
H -1.865028 1.558807 1.340788 0.02 -0.12 -0.15
H 3.691194 5.175837 -2.261149 -0.05 0.06 -0.08
H -2.127843 3.619321 -3.293328 0.04 0.05 0.09
H -1.065480 2.360215 -3.993960 0.17 -0.01 0.08
H -0.872588 2.305665 4.082852 0.21 0.22 0.18
H 4.892883 -1.452197 0.813286 -0.17 -0.08 -0.44
H 1.393481 2.244747 2.889676 0.29 -0.31 0.66
H 1.526296 -1.486651 3.789200 -0.03 -0.17 0.08
H 2.272614 -4.890249 -1.087746 0.00 -0.08 0.05
H 4.085717 -2.562093 -1.224764 -0.14 -0.12 -0.13
H -4.889948 -1.724088 -0.949851 2.57 -4.02 5.46
H -0.185514 -7.591620 -3.484621 0.04 -0.01 0.02
H -2.212141 -2.223387 -1.016169 -0.06 -0.09 -0.25
H -1.959447 -5.847175 -3.637095 0.00 0.01 0.02
H 0.510338 -3.117120 -1.209386 -0.03 -0.54 -0.30
H -0.440076 3.446988 2.854756 0.34 0.08 -0.21
H 0.502768 0.480476 4.647133 -0.28 0.30 -0.28
H -2.797911 1.454863 4.266291 0.14 -0.15 0.04
H -1.803911 -0.655634 3.170417 0.08 -0.20 -0.22
H 1.945551 3.455232 1.204850 -0.10 -0.10 -0.05
H 0.124187 0.725813 0.628566 -0.32 -0.03 0.18
H 2.849343 3.754696 -1.647715 0.02 -0.04 -0.04
H 1.259515 5.733173 -1.797290 -0.11 -0.06 -0.04
H -1.284332 -1.347352 1.278518 0.33 -0.04 -0.10
H -5.379817 -0.368069 1.551407 0.68 -0.20 0.65
H 1.857064 -1.223335 -0.566097 0.22 -0.09 -0.40
H -2.000140 2.020356 -2.509694 -0.06 -0.07 0.13
H 0.918392 3.982578 0.057750 -1.07 0.00 -0.44
H 1.631188 5.040273 1.069002 -0.12 -0.15 0.02
```
Positions in Å, forces in eV/Å.

---

The ion C10H20N2O with charge +2, computed with wB97M-V/def2-TZVPD.

## Properties
* gap between HOMO and LUMO: 9.399 eV
* HOMO level: -17.42 eV
* lowest unoccupied orbital energy: -8.02 eV
* E_tot: -15701.98909 eV
* net charge: +2

```
33
Properties=species:S:1:pos:R:3:forces:R:3
O -4.863159 0.545735 0.707866 1.47 1.15 2.22
N -1.333263 0.495328 0.058160 1.73 -3.78 -3.09
N -3.260033 -0.362002 -0.722305 -2.60 2.43 2.10
C 0.863063 -0.840393 0.379508 0.38 -0.72 0.10
C 3.244267 -1.121025 -0.318984 1.40 1.33 3.90
C -2.310964 1.399199 0.582875 -1.01 -2.55 -0.22
C 2.426411 0.035190 0.200040 -1.44 1.08 0.86
C -4.313643 -1.145946 -1.443177 -1.55 1.29 2.32
C 2.254405 1.291723 -0.723381 0.56 -2.46 0.63
C -0.314876 -0.105696 0.620475 0.63 4.29 3.23
C 2.957631 0.491360 1.555587 0.71 0.82 -0.33
C -1.886640 -0.107717 -1.188831 -1.33 -2.00 2.69
C -3.596544 0.400532 0.345220 0.33 1.92 -2.44
H -5.151942 -0.623002 -2.004566 1.81 0.02 0.21
H 0.790297 -1.467853 -0.465348 0.24 -0.85 -1.04
H -2.266075 2.242518 -0.083348 -0.97 0.61 -0.27
H 2.291183 1.229961 2.095159 1.00 -0.73 -0.63
H 1.609228 2.047702 -0.303365 0.31 0.44 0.23
H 3.299937 -0.306185 2.213053 -0.53 -0.23 0.12
H 1.046626 -1.422244 1.316595 0.02 0.41 -0.77
H -3.799375 -1.911637 -1.912310 0.50 -1.50 -1.35
H 4.297811 -0.796348 -0.062466 -0.84 -0.67 -0.80
H -1.904895 0.629697 -1.881818 0.04 2.00 -2.74
H 3.099739 -1.291012 -1.312792 -0.23 -0.85 -2.67
H -4.858227 -1.524959 -0.571117 -0.09 -0.66 -0.45
H -0.176819 0.419953 1.572139 -0.15 -0.34 0.44
H -2.023508 1.686001 1.555578 -0.25 0.28 1.37
H -1.582891 -1.104285 -1.544460 1.09 0.74 0.32
H 3.261927 1.577839 -1.048358 -0.32 0.52 0.40
H 3.958515 0.941880 1.235696 -1.39 0.11 0.72
H 1.804025 0.880216 -1.583848 -0.75 -0.05 -1.46
H -5.045908 1.163104 1.568990 0.85 -2.00 -2.76
H 3.016289 -1.951694 0.373664 0.40 -0.05 -0.85
```
Positions in Å, forces in eV/Å.

---

A structure of composition C18H14Cl5NO2PdSe2Te2, computed with wB97M-V/def2-TZVPD.

## Properties
* gap between HOMO and LUMO: 4.922 eV
* HOMO level: -0.77 eV
* lowest unoccupied orbital energy: 4.15 eV
* E_tot: -235853.27354 eV
* net charge: -2

```
45
Properties=species:S:1:pos:R:3:forces:R:3
Te 3.691073 -2.146244 -1.252016 0.69 -0.28 -0.28
Te 2.920650 -4.456105 -0.052180 -0.11 -0.11 0.13
Pd 1.811319 -0.917415 0.544497 -0.07 0.51 0.93
Se 1.616715 -3.161222 1.694561 -0.26 -0.14 -0.30
Se 4.256936 -1.048752 0.928889 0.18 -0.25 -0.33
Cl -3.793980 2.315516 -0.592640 0.01 0.00 0.00
Cl -2.297674 1.024563 -2.996246 -0.02 -0.02 0.02
Cl -0.107233 0.274678 2.767186 -0.03 -0.05 0.32
Cl 0.202400 -0.732304 -2.522100 0.03 0.00 0.00
Cl -2.691902 1.944916 2.301313 0.02 0.00 -0.02
O 2.766345 1.141094 -1.720804 0.04 -0.08 -0.06
O 2.153120 1.111904 0.451755 -0.02 0.59 -0.43
N -0.452816 -3.573113 -1.358418 -0.20 -0.16 -0.13
C -0.079688 -0.260586 0.129195 -0.01 -0.04 0.07
C 3.370749 5.876387 -0.227717 0.01 0.01 0.00
C 2.559981 3.815144 0.714366 0.02 0.02 0.00
C -2.532343 -3.494589 0.243308 0.05 0.07 -0.05
C -2.367334 1.367530 -0.321673 -0.02 0.04 0.00
C -3.434880 -4.668226 -0.156701 0.01 -0.03 0.04
C 3.668319 5.211612 -1.410985 0.00 0.00 -0.01
C 2.814458 5.174945 0.834287 -0.01 -0.02 0.00
C -0.583831 -0.032229 -1.155322 -0.08 -0.04 0.08
C 2.853924 3.147303 -0.469219 -0.03 0.00 0.03
C -0.736423 0.415491 1.161649 -0.20 -0.20 -0.29
C -2.079128 -3.635468 1.698238 0.01 -0.01 0.00
C 2.572860 1.655732 -0.625032 0.03 0.18 0.21
C -1.704164 0.768038 -1.385707 0.00 -0.05 -0.08
C -1.350735 -3.514783 -0.644886 -0.02 -0.02 0.07
C -1.872719 1.194955 0.965521 -0.02 0.01 0.08
C 3.406964 3.853806 -1.529981 -0.01 0.02 0.01
C -3.283291 -2.172243 0.054699 -0.01 -0.01 -0.04
H -3.787765 -4.554553 -1.182739 0.01 -0.01 -0.01
H -3.629186 -2.058872 -0.974527 0.01 0.01 0.00
H -2.898289 -5.614514 -0.077981 0.00 0.00 0.01
H -1.483099 -4.536397 1.840214 0.00 0.00 0.00
H 2.133699 3.243714 1.528359 0.00 0.00 0.00
H 4.101757 5.755189 -2.243152 0.00 0.00 0.00
H -2.640430 -1.328023 0.294415 0.01 0.01 0.03
H -4.300118 -4.699532 0.510085 -0.01 0.00 -0.01
H 3.572694 6.937664 -0.133180 0.00 0.00 0.00
H 3.618866 3.307473 -2.440014 0.00 0.00 0.00
H -1.451583 -2.793703 1.988409 0.01 0.01 0.01
H 2.577919 5.689465 1.758767 0.00 0.00 0.00
H -4.149557 -2.152426 0.721140 0.00 0.00 -0.01
H -2.962573 -3.675806 2.342388 0.00 0.02 0.00
```
Positions in Å, forces in eV/Å.